{"formula": "C17H37Cl4Cu2N2O9P", "method": "ωB97M-V/def2-TZVPD", "elements": ["Cu", "Cu", "C", "O", "O", "O", "C", "O", "N", "C", "C", "H", "H", "H", "H", "H", "H", "H", "C", "O", "N", "C", "C", "H", "H", "H", "H", "H", "H", "H", "Cl", "C", "C", "Cl", "H", "H", "H", "H", "Cl", "C", "C", "Cl", "H", "H", "H", "H", "C", "C", "O", "P", "O", "O", "C", "C", "O", "C", "C", "H", "H", "H", "H", "H", "H", "H", "H", "H", "H", "H", "H", "H", "H", "H"], "coordinates": [[-3.129075, -0.486291, -0.731518], [-0.245946, -1.347348, -4.032395], [-0.610829, -0.204183, -1.723822], [-1.549070, -0.558548, -2.419060], [0.584523, -0.316979, -2.057733], [-0.950004, 0.280006, -0.629995], [0.135688, 3.349740, -6.870479], [0.015457, 2.464536, -7.742450], [-0.306218, 3.168673, -5.583533], [-0.046132, 4.291603, -4.672407], [-0.765257, 1.978276, -4.973921], [0.641470, 4.321788, -6.977823], [0.341160, 5.198379, -5.137009], [0.685876, 3.996539, -3.920604], [-0.968250, 4.628440, -4.198753], [-0.106675, 1.604545, -4.189898], [-1.678933, 2.123213, -4.397473], [-0.943263, 1.214494, -5.730919], [1.073584, -3.099217, 0.070140], [0.836097, -4.299327, -0.161644], [2.104851, -2.675996, 0.784563], [2.358620, -1.230660, 0.923762], [2.993406, -3.560316, 1.514393], [0.479710, -2.279588, -0.363135], [3.402422, -0.961410, 0.762199], [2.057209, -0.924220, 1.925435], [1.661563, -0.687674, 0.285499], [2.710232, -3.510810, 2.565805], [2.675175, -4.565261, 1.237053], [4.063484, -3.467754, 1.328762], [5.720607, -1.809586, -0.849321], [4.554655, -2.643034, -1.969310], [3.900853, -1.484509, -2.766602], [5.070976, -0.578396, -3.686069], [3.905493, -3.359055, -1.465319], [5.111145, -3.310669, -2.627086], [3.420705, -0.714855, -2.162288], [3.244847, -1.919754, -3.520476], [2.433385, 2.810253, 1.199542], [2.181352, 2.249031, -0.508066], [3.493211, 2.164160, -1.244921], [4.066381, 3.813720, -1.620782], [1.420211, 2.859905, -0.993464], [1.871608, 1.205614, -0.566655], [3.439031, 1.588019, -2.168631], [4.259168, 1.707667, -0.618003], [-0.531651, -3.218512, 3.472713], [-1.220898, -1.928355, 2.819825], [-2.548322, -1.889604, 3.081765], [-3.433704, -0.528121, 2.926118], [-3.900502, -0.293588, 1.537454], [-4.622695, -0.806052, 3.911328], [-5.795549, -0.024052, 3.730099], [-6.665221, -0.152582, 5.025589], [-2.546851, 0.590813, 3.620246], [-2.055963, 1.716997, 2.899619], [-0.758667, 2.271532, 3.529431], [-1.172698, -4.071337, 3.249461], [0.445191, -3.506564, 3.084248], [-0.370488, -3.027538, 4.533688], [-0.700183, -1.020897, 3.125547], [-1.123748, -1.991722, 1.736016], [-5.585676, 1.018449, 3.490863], [-6.288188, -0.474494, 2.868417], [-6.352654, 0.279034, 5.976435], [-7.709719, 0.130635, 4.895493], [-6.693270, -1.218372, 5.252322], [-1.892838, 1.578089, 1.830881], [-2.841842, 2.458056, 3.045628], [-0.895053, 2.708965, 4.518447], [-0.056265, 1.467041, 3.747421], [-0.297049, 2.909023, 2.775358]], "forces_ev_per_a": [[1.4296, 0.5389, 0.4650], [-0.2468, 0.9007, 1.6529], [1.6976, 1.5921, 3.1730], [-4.4263, -3.0915, -5.5401], [2.3274, -0.8609, -2.1740], [-0.6845, 1.1373, 3.4983], [-0.7980, -3.3078, -0.5458], [0.4527, 2.1354, 1.4135], [1.1939, 2.8462, -0.3921], [-0.2190, -0.1774, 0.3419], [-0.6725, -1.0335, 0.2612], [-0.2118, -0.1442, -0.4366], [0.0995, -0.3653, -0.5282], [-0.0899, -0.0235, 0.2361], [-0.0853, -0.2853, 0.2543], [0.6817, -0.0766, -0.1456], [-0.3903, 0.2661, -0.3363], [0.0644, 0.0562, -0.0063], [-0.5235, -2.1393, -1.1430], [-0.0450, 1.4511, 0.3410], [1.7941, 1.8040, 0.3640], [-1.0642, -0.3670, 0.5142], [-1.3891, -1.1653, -0.0350], [-0.0186, -0.0588, 0.0763], [-0.0851, -0.1499, -0.1978], [0.3254, 0.0640, 0.3255], [0.2778, -0.0468, -0.3800], [0.6114, 0.3140, 0.2982], [0.2485, -0.1268, -0.1870], [-0.1707, 0.5190, -0.0273], [-0.3447, -0.8818, 0.1137], [0.4828, 0.9595, -0.4671], [-0.4257, -1.2739, 0.3160], [0.9421, 0.4660, -0.7261], [-0.4353, 0.7900, 0.5046], [0.4005, 0.4838, -0.1801], [-0.4053, -0.6837, 0.2165], [-0.3834, 0.1186, 0.3167], [-0.2857, -0.3286, -0.7153], [0.3828, -0.9937, -0.2454], [0.3257, 0.7547, 0.2910], [0.2992, 0.1374, -0.3059], [0.2473, 0.0649, 0.1740], [-0.7249, 0.1181, 0.7391], [-0.2931, 0.2168, -0.0340], [-0.0912, -0.0120, 0.0148], [-0.8736, 1.2761, -0.4651], [3.7374, -1.4344, -0.9804], [-3.9546, 1.4315, 1.3204], [1.3441, -1.7509, -0.1092], [0.4761, 0.2929, -0.4029], [1.1193, -0.1153, 0.3399], [-1.5751, 0.2454, 1.0554], [0.0554, -1.0183, -0.5123], [-0.3681, -1.2232, -0.5068], [0.5234, 1.9281, 0.5691], [-0.3515, -1.1491, -0.0895], [-0.1286, 0.0178, 0.4607], [-0.0116, 0.5827, -0.4659], [-0.4226, -0.3247, 0.0988], [0.0063, 0.0691, 0.2353], [0.3986, -0.0372, -0.2176], [0.2827, 0.0222, 0.0506], [-0.4342, 0.2428, 0.1426], [0.6473, 0.5358, -0.4887], [0.1144, 0.2271, -0.4192], [-0.0803, -0.1899, -0.0957], [-0.1639, -0.6387, 0.0613], [0.0648, 0.2999, -0.4111], [-0.3020, 0.5234, -0.3159], [0.0833, -0.2617, -0.4267], [0.0386, 0.3072, 0.4197]], "mulliken_charge": [0.432, 0.471, 1.274, -0.987, -0.050, -0.865, 0.208, -0.612, 0.125, -0.973, -0.870, 0.274, 0.344, 0.294, 0.308, 0.198, 0.338, 0.297, -0.013, -0.734, 0.622, -0.516, -1.225, 0.325, 0.302, 0.371, -0.420, 0.330, 0.438, 0.262, -0.201, -0.334, 0.348, -0.171, 0.137, 0.460, -0.462, 0.208, -0.204, 0.663, -0.287, -0.220, 0.266, -0.720, 0.110, 0.329, -1.097, 0.353, -0.419, 0.813, -0.432, -0.341, -0.152, -1.267, -0.208, -0.062, -1.121, 0.329, 0.111, 0.384, 0.042, 0.158, 0.325, 0.267, 0.317, 0.362, 0.328, 0.134, 0.364, 0.343, 0.274, 0.327], "charge": 0, "homo_lumo_gap_ev": 6.8}

{"formula": "C5H13NO", "method": "ωB97M-V/def2-TZVPD", "elements": ["C", "C", "C", "C", "N", "C", "H", "H", "H", "H", "H", "H", "H", "H", "H", "H", "H", "O", "H", "H"], "coordinates": [[0.904328, 2.795410, -1.171124], [0.078612, 1.579736, -1.405974], [0.250959, 0.448101, -0.694138], [-0.706082, -0.711914, -0.894564], [-0.897364, -1.654914, 0.179982], [0.054019, -2.424682, 1.039774], [0.213251, 3.563502, -0.803714], [1.533278, 3.195048, -1.967052], [1.558169, 2.555820, -0.319048], [-0.286563, 1.341716, -2.414896], [1.165916, 0.114610, -0.195122], [-0.350519, -1.184920, -1.837402], [-1.689131, -0.307635, -1.122380], [-1.682037, -2.262456, 0.050888], [-0.153947, -2.145409, 2.074216], [1.042424, -2.046152, 0.786237], [-0.170119, -3.489264, 0.950898], [-0.145173, 0.519726, 2.752725], [-0.412675, 0.447983, 1.846446], [-0.307351, -0.334297, 3.144245]], "forces_ev_per_a": [[0.1257, -0.0019, 1.0857], [1.9457, -1.6548, -0.6563], [-0.5601, -0.7403, -0.2005], [0.7556, -0.4584, -1.3785], [-0.3710, -0.6380, 1.5929], [-0.8175, 1.9255, -0.9333], [0.3061, 0.2317, -0.2222], [-0.3561, -0.1652, -0.2710], [-0.0339, 0.2719, -0.1494], [-1.3791, 0.9036, 0.5313], [-0.2842, 1.1261, 0.8997], [-0.1300, -0.2334, 0.1242], [-0.0629, -0.0094, 0.0143], [-0.4659, 0.3658, -0.4550], [0.2353, -0.1388, 0.1091], [0.3845, -0.8537, 0.1700], [0.7449, 0.0091, -0.2674], [0.4134, 0.5784, 0.7691], [-0.3229, -0.1981, -0.8420], [-0.1277, -0.3201, 0.0795]], "nbo_charge": [-0.649, -0.190, -0.204, -0.247, -0.663, -0.402, 0.224, 0.217, 0.213, 0.205, 0.205, 0.155, 0.208, 0.364, 0.171, 0.198, 0.195, -0.940, 0.477, 0.463], "charge": 0, "smiles": "C/C=C/CNC.O", "homo_lumo_gap_ev": 9.2}

{"formula": "C12H14N3O7PtS", "method": "ωB97M-V/def2-TZVPD", "elements": ["Pt", "C", "C", "O", "C", "C", "C", "C", "C", "C", "O", "H", "H", "H", "H", "H", "H", "H", "C", "N", "C", "C", "O", "N", "C", "N", "H", "H", "H", "H", "H", "H", "H", "O", "S", "O", "O", "O"], "coordinates": [[0.311112, -0.692601, 0.070478], [4.363196, -0.379049, 0.780190], [3.007660, 0.283823, 0.832672], [2.090233, -0.391278, 1.331721], [2.795885, 1.627317, 0.325958], [3.893317, 2.474851, 0.065702], [3.727647, 3.757292, -0.385021], [2.416892, 4.225029, -0.622807], [1.327017, 3.432688, -0.394946], [1.464329, 2.106818, 0.118730], [0.409069, 1.432722, 0.387021], [4.194196, -1.439568, 0.603537], [4.869548, -0.273230, 1.742815], [4.997757, 0.031886, -0.000212], [4.895537, 2.111942, 0.258396], [4.583220, 4.395389, -0.561499], [2.270763, 5.232453, -0.997323], [0.318789, 3.777910, -0.585527], [-4.355176, -2.393099, 0.363959], [-3.845100, -1.162761, -0.204425], [-3.767060, -0.937047, -1.633226], [-2.754389, 0.207545, -1.699596], [-2.461718, 0.795833, -2.716000], [-2.218779, 0.400069, -0.434432], [-2.852916, -0.434894, 0.354077], [-2.562258, -0.572851, 1.691808], [-5.325254, -2.613893, -0.079240], [-4.481776, -2.267654, 1.437632], [-3.674289, -3.230449, 0.184035], [-4.729735, -0.668969, -2.067486], [-3.344799, -1.799912, -2.154538], [-1.837582, 0.093206, 1.937540], [-2.213945, -1.508548, 1.896803], [-0.441785, -4.533969, -0.487213], [-0.320666, -3.215298, 0.062356], [-0.989911, -2.160890, -0.844141], [-0.854752, -3.094233, 1.416515], [1.095738, -2.616569, 0.005698]], "forces_ev_per_a": [[2.8902, -1.9117, 0.5123], [0.0409, 0.0825, 0.1715], [-0.0811, 0.4562, -0.0782], [-0.4530, -0.0624, -0.5467], [0.1308, -0.2557, -0.0997], [0.0211, 0.0075, -0.0387], [-0.0856, 0.0147, 0.0021], [0.0628, -0.0384, 0.0146], [0.0398, 0.0150, 0.0639], [-0.0414, -0.1127, 0.1155], [-0.7139, 0.1631, -0.3557], [-0.0102, 0.0050, 0.0177], [-0.0028, 0.0146, -0.0148], [0.0080, -0.0145, 0.0074], [-0.0052, -0.0064, -0.0241], [-0.0113, 0.0082, 0.0006], [0.0076, -0.0111, -0.0122], [0.0150, -0.0154, 0.0149], [0.1390, 0.0772, -0.0634], [-0.1086, -0.2797, -0.0162], [0.0227, -0.1060, 0.1385], [0.2173, 0.0807, 0.0588], [-0.0610, 0.0386, 0.0329], [-0.7140, 0.4372, -0.2258], [0.1245, 0.0124, 0.1703], [0.0975, 0.1407, -0.1230], [-0.0239, -0.0072, 0.0003], [-0.0092, 0.0099, 0.0001], [0.0032, -0.0195, -0.0094], [0.0013, 0.0410, -0.0202], [-0.0133, -0.0343, 0.0088], [0.0100, -0.0356, -0.0766], [-0.0746, -0.1797, 0.0343], [0.4655, 0.0743, -0.2509], [-0.9758, 0.1630, 0.1102], [-0.2745, 0.6787, 0.2478], [0.0054, -0.1590, -0.0905], [-0.6434, 0.7288, 0.3235]], "nbo_charge": [1.061, -0.710, 0.585, -0.606, -0.275, -0.150, -0.312, -0.168, -0.291, 0.435, -0.744, 0.252, 0.231, 0.218, 0.197, 0.201, 0.200, 0.225, -0.412, -0.415, -0.333, 0.668, -0.601, -0.629, 0.669, -0.846, 0.194, 0.217, 0.212, 0.208, 0.233, 0.402, 0.431, -0.964, 2.534, -0.991, -1.037, -0.891], "charge": -1, "homo_lumo_gap_ev": [7.3, 7.3]}

{"formula": "C16H32Cl2NiO10", "method": "ωB97M-V/def2-TZVPD", "elements": ["Ni", "Cl", "Cl", "C", "C", "O", "C", "O", "O", "C", "H", "H", "H", "H", "H", "H", "H", "H", "C", "C", "O", "C", "O", "O", "C", "H", "H", "H", "H", "H", "H", "H", "H", "C", "C", "O", "C", "O", "O", "C", "H", "H", "H", "H", "H", "H", "H", "H", "C", "C", "C", "O", "C", "H", "H", "H", "H", "H", "H", "H", "H"], "coordinates": [[-0.056760, -0.257342, 0.336889], [0.420149, -3.023148, -1.451523], [-1.325571, 1.749847, 2.648942], [1.292784, 6.774650, -1.923423], [1.059071, 5.286605, -1.632907], [1.975682, 4.578272, -2.400447], [2.194206, 3.333979, -2.114359], [1.680369, 2.619098, -1.277411], [3.033726, 2.837299, -3.046669], [3.207681, 1.446659, -3.280162], [2.348832, 7.012674, -2.050779], [0.848937, 7.386802, -1.138334], [0.737640, 7.199991, -2.759476], [0.058760, 4.884296, -1.792975], [1.183421, 5.034821, -0.579706], [4.105054, 1.499664, -3.896609], [2.469510, 0.987309, -3.937591], [3.377562, 0.881272, -2.363883], [6.614855, -3.328413, 0.342360], [5.249619, -2.610612, 0.466701], [5.450238, -1.571337, 1.408407], [4.447174, -0.964848, 2.026160], [3.268992, -1.065751, 1.711788], [4.985011, -0.206656, 2.955419], [4.153538, 0.566102, 3.761727], [7.190574, -2.624299, -0.258378], [6.495771, -4.204001, -0.295806], [7.113240, -3.684242, 1.244079], [4.545088, -3.338686, 0.868740], [4.792713, -2.343720, -0.486248], [3.507260, -0.069197, 4.367385], [3.539056, 1.235476, 3.159677], [4.734817, 1.187087, 4.443332], [-6.990579, 2.253413, -1.915304], [-5.533439, 1.879021, -1.827853], [-5.193760, 1.017990, -2.847964], [-3.961816, 0.512946, -2.899952], [-3.037680, 0.634383, -2.123783], [-3.741152, -0.049099, -4.097875], [-4.750889, -0.169641, -5.195408], [-7.286276, 3.017262, -1.196139], [-7.637479, 1.434961, -1.599467], [-7.293888, 2.649476, -2.884447], [-5.442823, 1.284719, -0.918627], [-4.958484, 2.799014, -1.722241], [-4.467091, -0.811667, -6.029288], [-4.927590, 0.846849, -5.546998], [-5.677129, -0.546525, -4.761649], [-2.665885, -4.775792, 3.945221], [-1.539199, -4.606977, 4.890595], [-0.477527, -3.836454, 4.084741], [-1.313944, -2.883855, 3.422838], [-2.639416, -3.388911, 3.221024], [-3.556289, -5.147059, 4.452615], [-2.417896, -5.572058, 3.243389], [-1.253040, -5.587921, 5.269975], [-1.758607, -4.047958, 5.800238], [-0.025853, -4.498518, 3.345986], [0.193692, -3.510707, 4.879391], [-3.032660, -3.391262, 2.204434], [-3.312299, -2.715280, 3.751629]], "forces_ev_per_a": [[-0.2526, -0.2726, 0.3039], [-0.2757, 1.5314, 1.0123], [0.6998, -1.1630, -1.3282], [-1.0593, 0.2505, 0.2676], [-0.8029, 0.9166, 1.2372], [1.0092, 0.1695, -0.7824], [-0.1312, -3.2971, -0.9019], [-0.0673, 0.8785, 0.2524], [-0.3466, 1.1911, -0.0123], [0.9659, 0.1875, -0.2592], [-0.0897, -0.1456, 0.1931], [0.4188, -0.1623, 0.5388], [0.1965, -0.6589, -0.5953], [-0.2288, 0.4192, -0.6167], [0.5178, 0.2940, 0.1706], [0.2217, -0.5849, 0.2652], [-0.5728, 0.2818, 0.4387], [-0.1362, 0.0398, -0.0961], [-0.7902, 0.6631, -1.5553], [-0.0215, -2.2862, 1.0064], [0.5000, 0.4409, 0.0493], [-1.2626, -0.3453, -1.4807], [0.9574, 0.2392, 0.6946], [1.0327, -0.1502, 0.1108], [-1.3360, 0.7268, 0.6702], [0.7980, -0.1969, 0.3989], [-0.1866, -0.0619, -0.0631], [-0.2999, 0.6000, 0.1486], [-0.2716, 0.1503, 0.3229], [0.4647, 0.6825, -0.0154], [-0.1112, -0.0042, -0.0768], [-0.1142, -0.0845, -0.0344], [0.3804, -0.2879, -0.2764], [-0.9502, 0.0904, 0.0882], [-1.1061, 0.4629, 2.6805], [0.3324, -0.5357, -1.5683], [1.2707, 0.5888, -1.2851], [-1.4480, -0.1200, -0.0291], [-0.1061, -1.2477, -1.2836], [-0.3583, 1.0693, 1.7934], [0.5980, 0.2697, 0.1134], [0.0224, -0.3241, -0.5671], [0.0732, -0.2497, -0.1354], [0.3844, 0.4331, 0.4255], [0.6229, -0.3183, -0.4925], [0.8128, -0.0068, 0.6076], [-0.0474, -0.1171, -0.1556], [0.0449, -0.0144, -0.0807], [-0.2839, 0.3212, -1.0097], [1.0719, -0.9867, 0.8452], [-2.0661, -1.5624, 0.7679], [0.7186, 0.6704, -0.6229], [-0.9682, -0.5740, 1.6402], [-0.4021, 0.7199, -0.1940], [0.1609, 0.0014, -0.2028], [0.5476, -0.0875, -0.1110], [-0.3981, 0.3485, -0.1729], [0.4617, 0.1242, 0.0502], [0.4072, 1.0733, -0.8907], [0.8382, -0.1800, -0.3475], [-0.0390, 0.1906, 0.1496]], "lowdin_spin": [1.480, 0.273, 0.259, 0.000, 0.000, 0.000, 0.000, -0.004, 0.000, 0.000, 0.000, 0.000, 0.000, 0.000, 0.000, 0.000, 0.000, 0.000, 0.000, 0.000, 0.000, 0.000, -0.003, 0.000, 0.000, 0.000, 0.000, 0.000, 0.000, 0.000, 0.000, 0.000, 0.000, 0.000, 0.000, 0.000, 0.000, -0.002, 0.000, 0.000, 0.000, 0.000, 0.000, 0.000, 0.000, 0.000, 0.000, 0.000, 0.000, 0.000, 0.000, -0.003, 0.000, 0.000, 0.000, 0.000, 0.000, 0.000, 0.000, 0.000, 0.000], "charge": 0, "homo_lumo_gap_ev": [6.8, 5.0], "multiplicity": 3}

Which value of charge does entry 1 give?
0